(P)
Here is 2 unconnected molecules or ions with the total composition H3PS2 from the OMol25 dataset. Energies are from ωB97M-V/def2-TZVPD.

gap between HOMO and LUMO (alpha / beta)	8.0 / 7.8	eV

```
! RIJCOSX wB97M-V def2-TZVPD def2/J DEFGRID3
* xyz 0 1
S -0.5967 0.3009 -0.8448
S -2.0827 -0.1160 0.3914
P 1.0899 -0.8878 -0.2247
H -1.8735 1.3118 1.9730
H 1.6297 -0.8185 -1.5069
H 1.8333 0.2095 0.2119
*
```

***

(Q)
Here is H3PS2 in the gas phase from the OMol25 dataset. Energies are from ωB97M-V/def2-TZVPD.

structure (SMILES)	PSS
gap between HOMO and LUMO	9.5	eV

```
! RIJCOSX wB97M-V def2-TZVPD def2/J DEFGRID3
* xyz 0 1
S 0.1854 1.8655 1.0588
S 0.3324 0.7760 -0.6689
P -0.1358 -1.3042 -0.2226
H 1.5116 1.5808 1.6356
H -1.5254 -1.1549 -0.0950
H -0.3682 -1.7631 -1.7079
*
```

***

The winner here is (Q), beating the second structure by 198.6 kJ/mol.

***

(P)
Here is C3H4INO2 in the gas phase from the OMol25 dataset. Energies are from ωB97M-V/def2-TZVPD.

gap between HOMO and LUMO (alpha / beta)	7.8 / 8.1	eV

```
! RIJCOSX wB97M-V def2-TZVPD def2/J DEFGRID3
* xyz 0 1
I -3.2754 -0.5101 0.0480
O 0.8483 2.3992 0.0030
O 1.2110 0.3365 0.6884
N -0.6503 0.7861 -0.5351
C -1.2709 -0.4113 -0.5801
C 1.4334 -0.9942 0.5372
C 0.4854 1.2514 0.0179
H -1.2942 1.5090 -0.7065
H 2.1322 -1.5103 1.2641
H 1.1970 -1.5834 -0.4048
H -0.8165 -1.2729 -0.3320
*
```

***

(Q)
Here is C3H4INO2 in the gas phase from the OMol25 dataset. Energies are from ωB97M-V/def2-TZVPD.

structure (SMILES)	O=[N+]([O-])[C@H]1C[C@@H]1I
gap between HOMO and LUMO	9.8	eV

```
! RIJCOSX wB97M-V def2-TZVPD def2/J DEFGRID3
* xyz 0 1
I 2.5882 -0.6951 1.3353
O -1.2401 2.3161 -0.0556
O -1.1451 0.9938 -1.7320
N -0.8964 1.2964 -0.5838
C 1.0583 -0.3743 -0.0242
C -0.2384 -1.0915 0.1660
C -0.1879 0.4029 0.2900
H -0.2503 0.6037 1.4148
H -0.4463 -1.6887 1.0503
H 1.4084 -0.4700 -0.9735
H -0.6503 -1.2933 -0.8872
*
```

***

The winner here is (P), beating the second structure by 34.5 kJ/mol.

***

(P)
Here is 3 unconnected molecules or ions with the total composition C5H12O2 from the OMol25 dataset. Energies are from ωB97M-V/def2-TZVPD.

⟨S²⟩	0.777
gap between HOMO and LUMO (alpha / beta)	9.6 / 6.8	eV

```
! RIJCOSX wB97M-V def2-TZVPD def2/J DEFGRID3
* xyz 1 2
O 2.5807 0.6661 1.1863
O -2.0819 1.7770 2.2260
C 0.2347 -1.7388 0.5113
C 0.5442 -0.8759 -0.5849
C -0.8032 -1.4719 1.3478
C -0.3671 -0.1660 -1.3365
C 0.0213 0.6166 -2.5256
H -1.3588 0.1251 -0.9998
H -1.1719 -2.0891 2.1566
H 0.6983 1.4391 -2.2670
H 0.8428 -2.6346 0.5727
H -2.2284 1.5804 1.2972
H 1.6150 -0.8107 -0.7688
H 1.7115 0.9400 0.9217
H 3.1399 1.3339 0.7693
H -1.3537 -0.5535 1.1806
H 0.6468 0.0166 -3.1856
H -1.8619 0.9406 2.6457
H -0.8080 0.9050 -3.1469
*
```

***

(Q)
Here is 3 unconnected molecules or ions with the total composition C5H12O2 from the OMol25 dataset. Energies are from ωB97M-V/def2-TZVPD.

⟨S²⟩	0.786
gap between HOMO and LUMO (alpha / beta)	8.1 / 5.4	eV

```
! RIJCOSX wB97M-V def2-TZVPD def2/J DEFGRID3
* xyz 1 2
O -1.8416 -2.0862 2.6168
O -1.4892 0.8134 2.3439
C 0.7497 0.0653 -0.7669
C 0.8970 1.4623 -2.8442
C 0.5089 0.3478 -2.1520
C 0.2518 -1.2769 -0.3036
C 1.4320 0.9437 0.0491
H 1.4241 2.2444 -2.3076
H 0.7692 -2.0549 -0.8643
H 1.7587 1.9468 -0.1836
H -2.1400 1.2289 1.7678
H 0.7131 1.5864 -3.9016
H -0.0351 -0.4228 -2.6869
H -2.1034 -1.1747 2.4381
H 1.5895 0.5541 1.0516
H -0.6825 0.6544 1.8514
H 0.5215 -1.4220 0.7457
H -1.4928 -2.0454 3.5127
H -0.8309 -1.3644 -0.3665
*
```

***

The winner here is (Q), beating the second structure by 44.8 kJ/mol.

***

(P)
Here is a gas-phase ion, C2H3N2O2 (charge +1) from the OMol25 dataset. Energies are from ωB97M-V/def2-TZVPD.

structure (SMILES)	O=C/[NH+]=C/N=O
gap between HOMO and LUMO (alpha / beta)	7.5 / 7.5	eV

```
! RIJCOSX wB97M-V def2-TZVPD def2/J DEFGRID3
* xyz 1 1
O 2.5488 0.8607 -0.1671
O -3.0153 0.2933 -0.2151
N -1.9267 -0.0158 0.0216
N 0.3296 0.3787 -0.0626
C -0.7458 -0.4169 0.1823
C 1.6974 0.0237 -0.1277
H -0.0324 1.3896 0.1161
H 1.7198 -1.0514 -0.0066
H -0.5755 -1.4617 0.2591
*
```

***

(Q)
Here is a gas-phase ion, C2H3N2O2 (charge +1) from the OMol25 dataset. Energies are from ωB97M-V/def2-TZVPD.

gap between HOMO and LUMO (alpha / beta)	8.0 / 8.0	eV

```
! RIJCOSX wB97M-V def2-TZVPD def2/J DEFGRID3
* xyz 1 1
O -1.6685 -0.0757 -0.6806
O -1.1866 -1.9384 -2.0994
N -0.8281 -0.8901 -1.9148
N -0.9397 0.4566 0.1428
C 0.3712 0.0738 0.3562
C 1.0497 0.8452 1.2590
H 0.5333 1.6660 1.8203
H 2.1430 0.7585 1.4171
H 0.5258 -0.8960 -0.3005
*
```

***

The winner here is (P), beating the second structure by 191.7 kJ/mol.

***

(P)
Here is 2 unconnected molecules or ions with the total composition C10H16 from the OMol25 dataset. Energies are from ωB97M-V/def2-TZVPD.

⟨S²⟩	0.769
gap between HOMO and LUMO (alpha / beta)	9.4 / 5.7	eV

```
! RIJCOSX wB97M-V def2-TZVPD def2/J DEFGRID3
* xyz 1 2
C -1.4046 1.4645 2.1370
C 0.3420 -0.3483 -1.8250
C 2.5149 -0.8717 -0.6637
C 0.7154 -2.4413 -0.9159
C 1.9451 -2.0405 -0.3488
C 1.6588 0.0416 -1.3660
C -0.5536 0.8361 -2.3071
C -0.2035 0.6711 2.6948
C -1.7199 0.8920 0.7313
C -0.1363 -1.6000 -1.6114
H -1.1278 -1.7354 -1.6928
H -1.6818 0.4830 -2.2313
H -0.8856 2.4913 2.0120
H -0.4377 1.6615 -1.5533
H 2.3954 -2.7452 0.3082
H 3.4787 -0.4732 -0.3521
H -2.1588 1.6603 0.2197
H -0.7685 0.7974 -0.0008
H 0.3663 -3.4209 -0.7659
H 2.1360 0.9472 -1.5963
H 0.2032 1.1778 3.5021
H -0.3100 1.1105 -3.2944
H 0.6433 0.3258 2.1141
H -0.2596 -0.3399 3.1645
H -2.3399 1.4805 2.7678
H -2.4116 -0.0243 0.8731
*
```

***

(Q)
Here is 2 unconnected molecules or ions with the total composition C10H16 from the OMol25 dataset. Energies are from ωB97M-V/def2-TZVPD.

⟨S²⟩	0.766
gap between HOMO and LUMO (alpha / beta)	10.5 / 6.4	eV

```
! RIJCOSX wB97M-V def2-TZVPD def2/J DEFGRID3
* xyz 1 2
C 0.3121 -0.0907 2.5742
C -0.8137 -0.4271 0.2737
C -1.2224 -0.0269 -0.9432
C 0.3114 -2.7592 -2.2954
C 0.1218 0.3052 1.0886
C -0.5698 1.1582 -1.4602
C 0.2640 1.8852 -0.6253
C 1.0484 -1.4234 -2.6808
C -0.2942 0.9060 3.5617
C 0.4709 1.5415 0.7362
H -2.0598 -0.4684 -1.5412
H -0.1226 -2.8083 -1.3311
H 1.1334 2.0035 1.3797
H 0.8329 2.6772 -1.0413
H 1.3200 -0.3082 2.8875
H -0.2858 -0.9527 2.6040
H -0.5739 -2.8385 -3.0008
H -0.4696 1.1374 -2.5132
H 2.0639 -1.2926 -2.2004
H -0.2892 0.3437 4.4952
H -1.3027 1.1998 3.2312
H -1.0741 -1.4541 0.5776
H 0.5034 -0.5095 -2.4979
H 1.2493 -1.5318 -3.7193
H 0.2287 1.8826 3.7715
H 1.0756 -3.4925 -2.4782
*
```

***

(R)
Here is 2 unconnected molecules or ions with the total composition C10H16 from the OMol25 dataset. Energies are from ωB97M-V/def2-TZVPD.

⟨S²⟩	0.768
gap between HOMO and LUMO (alpha / beta)	9.9 / 6.1	eV

```
! RIJCOSX wB97M-V def2-TZVPD def2/J DEFGRID3
* xyz 1 2
C 1.6207 -0.9069 2.5328
C -0.5201 0.7886 -2.6379
C 0.3961 -0.3973 2.1641
C -0.0270 -2.2379 0.5791
C 2.0450 -2.0862 1.9182
C 1.2268 -2.6711 0.8961
C -0.2659 2.7319 -1.0497
C 0.1923 2.1007 -2.3624
C -0.4902 -1.0882 1.2542
C -1.8448 -0.5845 1.0955
H -2.5575 -1.2771 1.5639
H 2.9943 -2.5424 2.1800
H -1.5868 0.7779 -2.7919
H -0.3765 0.0843 -1.7973
H 0.1419 3.7400 -0.9571
H 1.6142 -3.5425 0.3932
H -0.6622 -2.7676 -0.1144
H 2.2150 -0.3269 3.2252
H 1.2394 1.8442 -2.3360
H 0.1617 0.5993 2.4907
H -0.0790 0.2060 -3.4524
H 0.0069 2.8308 -3.1340
H -1.9892 0.4177 1.4655
H 0.0487 2.2167 -0.1417
H -2.1437 -0.6863 0.0453
H -1.3603 2.7770 -1.0289
*
```

***

The winner here is (R), beating the second structure by 142.4 kJ/mol.

***

(P)
Here is a molecular structure, C14H15CdF6N4O10S2 from the OMol25 dataset. Energies are from ωB97M-V/def2-TZVPD.

gap between HOMO and LUMO	9.2	eV

```
! RIJCOSX wB97M-V def2-TZVPD def2/J DEFGRID3
* xyz -1 1
Cd -0.2967 -0.5785 0.0228
S -2.9828 -1.9646 -1.8369
S -1.4258 -0.4655 -3.6189
F -0.0541 -2.6433 -4.1970
F -2.5983 -4.3375 -0.7705
F -2.3024 -4.2555 -2.9111
F -1.2295 -1.8710 -5.8390
F -0.8061 -3.4246 -1.5777
F 0.5766 -0.8459 -5.2238
O -1.8498 0.6399 -4.4165
O -2.4066 -1.1933 -0.7420
O 0.8540 6.1925 -0.1289
O -1.4202 -2.5899 1.3108
O 3.6985 -1.5707 0.6147
O -0.6223 2.4993 2.7608
O -1.3406 0.8304 1.4510
O -0.4934 -0.2276 -2.5425
O 1.6274 -1.5402 -0.2227
O -4.3632 -2.3061 -1.7207
N 0.6124 -0.8627 2.3064
N -2.6550 -1.3980 -3.2569
N 0.8538 1.4676 -0.5700
N -0.5328 4.9749 1.1955
C 2.4792 -1.5268 0.7323
C 1.0308 3.8248 -0.2323
C -0.8402 -2.8347 2.5796
C 0.3170 2.6372 -0.2229
C 2.3402 3.7998 -0.6923
C -0.5371 1.3628 2.2812
C 2.8908 2.5912 -1.0851
C -0.4826 -1.5308 -4.7881
C -2.1084 -3.5999 -1.7651
C 0.4478 5.1130 0.2737
C 1.9186 -1.5086 2.1758
C -0.3112 -1.5550 3.1984
C 2.1201 1.4421 -0.9882
C 0.7152 0.5483 2.6692
H 0.9223 0.6920 3.7365
H -0.7184 2.6161 0.0893
H -1.1552 -0.8875 3.3811
H 2.5193 0.4650 -1.2348
H -2.2566 -2.1197 1.4124
H 0.1599 -1.7839 4.1678
H 3.9099 2.5266 -1.4389
H 2.8997 4.7257 -0.7286
H 1.5448 0.9907 2.1100
H -0.0396 -3.5541 2.4079
H -0.8779 5.8259 1.6061
H 1.8406 -2.5578 2.4674
H 2.6656 -1.0452 2.8254
H -0.6717 4.1081 1.7177
H -1.5663 -3.2948 3.2577
*
```

***

(Q)
Here is a molecular structure, C14H15CdF6N4O10S2 from the OMol25 dataset. Energies are from ωB97M-V/def2-TZVPD.

gap between HOMO and LUMO	8.7	eV

```
! RIJCOSX wB97M-V def2-TZVPD def2/J DEFGRID3
* xyz -1 1
Cd -0.9941 -0.3385 -0.3585
S 0.9984 3.0750 1.0809
S 1.2788 1.6389 -1.3775
F 1.9334 2.0510 -3.8700
F 2.4619 3.6615 -2.5207
F 0.4023 3.3913 -3.1338
F -0.2313 5.3418 0.5953
F 1.7523 5.2269 -0.2562
F 1.5095 5.4904 1.8763
O -4.7793 -2.0747 -0.0536
O 1.1887 -0.4889 3.1896
O 0.3174 0.6800 -1.9294
O 0.5718 0.1142 1.1260
O -2.8121 -1.4352 -0.9102
O 2.3274 2.7215 1.4575
O -0.1008 2.9039 1.9840
O -2.3176 1.6630 -0.4887
O 2.5826 1.1277 -1.0662
O 4.5177 -3.5951 -2.1587
N 4.2114 -1.5115 -1.3426
N -2.1213 -0.3736 1.6685
N 0.5718 2.6489 -0.4111
N 0.1908 -2.4399 -0.5681
C -1.1134 -0.6185 2.7138
C 1.5284 2.7598 -2.8104
C -0.2879 -3.6281 -0.9300
C 0.5231 -4.6195 -1.4596
C 1.8631 -4.3391 -1.6746
C 3.7910 -2.7594 -1.6470
C 1.0109 4.8924 0.7970
C 0.3527 -0.3003 2.3220
C 1.4872 -2.1867 -0.7498
C 2.3577 -3.0885 -1.3320
C -2.7610 0.9408 1.8344
C -3.6348 -1.6551 0.0512
C -3.3055 1.5383 0.5418
C -3.1012 -1.4556 1.4954
H -3.5889 0.8633 2.5522
H 2.5391 -5.0615 -2.1129
H -1.3548 -3.7686 -0.8019
H -3.9606 -1.3389 2.1618
H -1.3288 -0.0446 3.6181
H 0.1052 -5.5829 -1.7164
H -1.1239 -1.6733 2.9844
H -1.5955 2.2438 -0.1894
H -3.7231 2.5225 0.7618
H 1.8140 -1.2199 -0.3807
H 3.6039 -0.7621 -1.0476
H -2.0099 1.6229 2.2392
H -2.6062 -2.3978 1.7386
H -4.0903 0.9120 0.1207
H 5.1500 -1.2740 -1.6131
*
```

***

The winner here is (P), beating the second structure by 26.1 kJ/mol.